Below is a structure of composition C53H95B2N6O26V in a non-equilibrium geometry, with properties calculated with ωB97M-V/def2-TZVPD.

Properties
Total charge: -2
LUMO energy (eV): 2.4
DFT total energy (Eh): -5355.01743
Relative energy (zero: lowest compared OMol25 entry of this formula, charge and spin) (kcal per mole): 0.0

Structure (XYZ):
```
183
Properties=species:S:1:pos:R:3:forces:R:3:lowdin_charge:R:1
O -1.537160 -2.410535 -2.693485 -1.175 -0.402 -0.221 -0.232
V -0.025913 -2.555306 -2.894695 1.961 2.717 2.295 1.021
O 0.303496 -2.074833 -4.369621 -0.148 -0.678 0.464 -0.333
N 0.116539 0.027949 -0.727462 -1.843 1.289 3.249 -0.524
O -1.044316 0.477540 -0.787479 0.783 -0.930 -1.829 -0.007
O 0.756037 0.306335 0.282245 1.242 -0.376 -0.955 0.026
O 0.655668 -0.736842 -1.598678 -0.039 -1.449 -2.044 -0.106
O 0.763839 -3.536089 -1.135258 1.224 -0.374 0.906 0.027
C 1.363005 -4.175982 -0.260260 -1.504 -1.090 1.325 -0.232
O 1.527925 -3.915725 1.064279 0.006 0.913 -4.372 0.231
B 2.308541 -4.996972 1.720434 -1.101 -0.284 -1.137 -0.921
O 2.225630 -6.133972 0.741750 -0.693 0.916 -1.102 0.205
C 1.722424 -5.720040 -0.447174 0.581 -3.189 -1.528 -0.269
O 1.575979 -6.484456 -1.447275 0.436 3.805 3.745 0.078
O 1.637460 -5.114491 2.994724 -0.246 -0.965 -0.217 0.271
C 2.520528 -5.027314 3.940333 0.206 0.374 2.981 -0.389
O 2.288537 -5.062030 5.136410 0.462 -0.241 -1.471 0.117
C 3.908637 -4.739366 3.320817 2.734 0.316 1.018 -0.303
O 3.686334 -4.702906 1.997044 1.302 0.310 0.733 0.229
O 4.995583 -4.579836 3.914225 -3.617 -0.498 -2.133 0.098
O -2.006650 -7.241662 -0.152492 -0.598 2.702 0.740 0.098
C -2.294200 -6.067238 0.088168 -0.465 -1.474 -1.624 -0.375
O -1.767128 -5.231961 0.928138 0.429 0.185 0.476 0.216
B -2.484500 -3.902672 0.892529 1.307 0.383 0.738 -0.872
O -3.525963 -4.025286 -0.134682 0.984 0.987 1.237 0.244
C -3.404505 -5.196464 -0.647061 -2.419 -3.101 -3.422 -0.381
O -4.122010 -5.591903 -1.581175 1.807 0.492 1.971 0.077
O -1.503031 -2.820631 0.664097 -0.968 0.870 2.263 0.160
C -1.576638 -1.957608 1.803687 0.025 0.082 -1.622 -0.294
O -1.164256 -0.842336 1.854625 -0.045 -1.428 0.125 0.183
C -2.539566 -2.628145 2.820197 -2.344 2.078 2.500 -0.314
O -3.067391 -3.681822 2.243819 0.164 0.079 0.078 0.221
O -2.989973 -2.095350 3.878391 1.990 -2.068 -3.276 0.055
C -4.328971 3.348602 3.250391 0.240 -0.211 1.504 -0.035
C -5.272447 2.284441 2.704334 -1.166 0.075 -1.499 -0.479
C -6.125401 3.055993 1.654506 -0.679 0.564 -0.137 -0.158
C -6.989641 2.229351 0.711674 0.583 -0.025 0.704 -0.202
C -6.043268 1.271477 0.007766 -0.677 -0.519 0.694 -0.134
C -5.137256 0.322391 0.944279 -2.698 2.048 1.305 -0.407
N -4.538370 1.157859 2.074717 -0.188 1.157 -2.342 -0.096
O -3.667258 0.468706 2.907050 -0.406 0.330 -0.177 0.000
C -6.120607 -0.729726 1.546102 -0.124 -0.605 -0.936 -0.019
C -4.170946 -0.295908 0.015213 2.238 -0.274 -0.880 -0.021
C -6.228831 1.789182 3.815248 0.509 -0.664 1.026 -0.038
H -4.883806 4.051679 3.871621 -0.453 0.125 -0.075 0.075
H -3.776708 3.971097 2.546390 0.039 -0.617 -0.341 0.089
H -3.663644 2.892004 3.983171 0.454 -0.089 -0.288 0.068
H -6.715641 3.786264 2.208068 -0.380 -0.179 0.456 0.107
H -5.562063 3.758531 1.040342 0.805 -0.441 -0.186 0.110
H -7.508988 2.828548 -0.036209 0.211 0.372 -0.078 0.103
H -7.815323 1.728969 1.217597 0.164 -0.356 0.362 0.100
H -5.503567 1.862861 -0.731886 0.606 -0.230 0.154 0.114
H -6.732778 0.627373 -0.537948 0.528 -0.486 -0.377 0.105
H -5.593720 -1.631193 1.858891 0.113 0.132 0.488 0.080
H -6.864588 -0.408597 2.275122 0.621 0.347 0.356 0.057
H -6.785451 -1.100164 0.765801 0.175 -0.119 -0.503 0.077
H -3.775397 -1.276652 0.279370 -0.452 -0.152 0.046 0.082
H -4.494274 -0.287737 -1.025693 -0.738 -0.590 0.111 0.083
H -3.255639 0.273865 -0.145026 0.089 0.469 0.728 0.080
H -7.037510 1.093756 3.590515 0.137 0.139 -0.827 0.059
H -6.708618 2.521923 4.464089 0.311 0.579 -0.226 0.075
H -5.587255 1.203839 4.473921 0.049 -0.068 0.421 0.073
H -4.226798 -0.079535 3.461970 0.012 -0.665 0.384 0.064
C -3.435938 0.764174 -5.679312 0.001 0.560 -0.715 -0.036
C -2.489100 1.443282 -4.677514 -0.873 1.397 -1.459 -0.504
C -0.974498 1.273632 -5.061374 -0.644 -1.492 0.263 -0.096
C -0.442517 2.124426 -6.197718 -1.451 -0.410 -0.245 -0.198
C -0.757126 3.574067 -6.038415 -0.193 -0.028 0.727 -0.151
C -2.221640 3.932812 -5.530996 0.903 0.634 0.647 -0.431
N -2.792021 2.903748 -4.592534 1.869 1.197 0.305 -0.086
O -4.077567 3.285769 -4.095628 0.192 -0.574 -1.178 -0.017
C -2.017387 5.303763 -4.766406 -0.368 -0.403 0.631 -0.044
C -3.165978 4.170677 -6.711900 -0.141 -0.323 -0.026 -0.047
C -2.825007 0.816907 -3.408536 -0.201 -0.935 2.383 -0.066
H -4.491941 0.992535 -5.535079 0.064 0.755 0.386 0.081
H -3.481460 -0.318658 -5.563061 0.852 -0.149 -0.545 0.090
H -3.160026 1.191147 -6.643507 -0.175 -0.921 -0.581 0.060
H -0.351171 1.155940 -4.174971 0.002 0.796 0.256 0.117
H -0.983992 0.244988 -5.421808 0.185 -0.279 -0.113 0.105
H -1.015914 1.785324 -7.060464 0.291 -0.227 -0.481 0.103
H 0.622563 2.060656 -6.420495 -0.011 -0.580 0.181 0.116
H -0.499321 4.020299 -6.998889 -0.563 0.584 -0.043 0.112
H 0.030993 3.912102 -5.365574 -0.410 0.608 0.518 0.098
H -1.263998 5.962021 -5.199069 -0.471 0.117 -0.868 0.074
H -2.969175 5.797163 -4.569517 -0.092 0.310 -0.586 0.068
H -1.602652 5.263908 -3.759178 0.061 -1.077 0.196 0.055
H -4.138279 4.505747 -6.350723 0.027 0.075 0.052 0.074
H -2.783722 4.892216 -7.433961 0.109 0.118 0.082 0.077
H -3.343715 3.228932 -7.231171 0.069 -0.015 -0.139 0.067
H -2.499741 1.428217 -2.566749 0.048 -0.321 0.156 0.083
H -2.439771 -0.197596 -3.306234 0.681 0.155 -0.035 0.077
H -3.887722 0.592224 -3.317609 -0.279 0.648 0.006 0.085
H -3.934807 3.738425 -3.261170 0.455 -0.157 0.230 0.095
C 4.101468 -1.684360 -0.559466 -1.106 0.200 -0.664 -0.008
C 4.947099 -2.241944 -1.711714 0.312 -0.008 1.049 -0.511
C 5.801240 -3.324304 -1.010642 1.359 -0.694 -0.704 -0.120
C 6.676953 -4.180390 -1.956907 -1.354 1.438 0.801 -0.178
C 5.712002 -4.817639 -2.916704 0.602 -0.731 -0.790 -0.160
C 4.729922 -3.901407 -3.672684 -0.296 0.157 -1.628 -0.437
N 4.175434 -2.835051 -2.791818 -0.381 -1.683 0.368 -0.083
O 3.149203 -2.033672 -3.389271 1.390 -0.732 0.608 -0.005
C 5.509501 -3.427117 -4.990670 -0.960 0.315 0.958 -0.033
C 3.517844 -4.741802 -4.174203 -0.546 -0.033 1.046 -0.035
C 5.777055 -1.081386 -2.195593 1.243 0.562 -0.997 -0.037
H 4.696879 -1.289282 0.263644 0.280 -0.096 -0.178 0.099
H 3.418484 -2.425202 -0.143794 0.050 -0.029 -0.049 0.078
H 3.499602 -0.866779 -0.956210 -0.272 0.050 0.210 0.069
H 6.487530 -2.813463 -0.335263 -0.375 0.100 0.402 0.119
H 5.194458 -4.055597 -0.476664 -0.336 0.423 0.302 0.120
H 7.259805 -4.935730 -1.429792 -0.087 0.030 0.120 0.113
H 7.375872 -3.501139 -2.444997 0.150 -0.117 -0.374 0.102
H 5.171279 -5.668200 -2.501659 -0.087 0.192 0.532 0.123
H 6.419517 -5.266121 -3.614125 -0.566 -0.304 -0.817 0.109
H 6.435479 -2.926800 -4.707219 0.071 0.007 -0.266 0.060
H 5.690864 -4.262931 -5.666398 0.240 -0.270 0.386 0.073
H 4.878027 -2.780591 -5.600054 -0.006 0.458 0.175 0.066
H 3.759930 -5.744600 -4.526175 0.405 0.187 -0.345 0.085
H 2.853510 -4.931364 -3.331102 0.167 -0.102 0.441 0.062
H 2.821973 -4.247731 -4.852271 0.582 0.267 -0.465 0.074
H 6.551277 -0.766443 -1.495950 -0.283 0.166 0.378 0.091
H 5.180076 -0.219340 -2.493237 -0.233 0.041 0.380 0.064
H 6.347923 -1.290115 -3.100389 0.067 -0.466 -0.217 0.067
H 3.656604 -1.489752 -3.996138 -0.268 0.560 -0.441 0.091
C 2.648335 2.751111 2.323276 -0.529 0.877 0.014 -0.034
C 2.911639 3.367001 0.902229 -0.571 -0.711 -0.472 -0.396
C 3.666704 2.230199 0.092167 -0.751 0.856 0.172 -0.114
C 3.639465 2.409323 -1.437404 1.629 0.042 1.676 -0.192
C 2.324232 2.692833 -2.028054 -0.968 -0.137 0.220 -0.156
C 1.528655 3.797106 -1.296131 0.512 -0.544 -1.083 -0.427
N 1.574103 3.574553 0.193285 1.520 -2.502 -2.204 -0.115
O 0.692510 4.416623 0.775055 -0.239 1.239 1.099 0.003
C 2.175555 5.156106 -1.773042 -0.047 0.178 0.594 -0.040
C 0.082240 3.732800 -1.890593 -0.041 1.338 0.897 -0.018
C 3.782788 4.672657 0.980137 0.104 -0.073 -0.332 -0.040
H 3.586444 2.539635 2.836429 0.184 -0.068 -0.182 0.079
H 1.996045 1.880372 2.389856 0.271 -0.306 -0.907 0.057
H 2.076048 3.395346 2.990775 0.194 0.730 -0.124 0.070
H 4.702622 2.209872 0.430632 0.164 0.135 0.074 0.113
H 3.252572 1.261333 0.371247 -0.359 0.091 -0.063 0.093
H 4.109851 1.503606 -1.820173 -0.064 0.088 -0.452 0.086
H 4.280820 3.257097 -1.678334 0.460 0.005 -0.068 0.100
H 1.730664 1.778775 -2.044857 -0.169 0.011 -0.194 0.111
H 2.536544 3.063619 -3.030829 -0.545 -0.254 -0.332 0.116
H 1.663506 6.045724 -1.406311 -0.161 0.073 0.444 0.069
H 3.217977 5.225922 -1.462268 -0.089 -0.024 0.068 0.051
H 2.190868 5.344275 -2.846573 -0.291 -0.639 -0.222 0.076
H -0.570962 2.887842 -1.672686 0.576 -0.325 0.297 0.077
H -0.424494 4.617433 -1.504891 -0.365 0.046 0.234 0.068
H 0.047894 3.919425 -2.963945 0.602 -0.360 -0.157 0.055
H 4.474481 4.702280 1.822032 -0.333 -0.147 0.361 0.071
H 3.220481 5.605742 0.944416 -0.475 -0.065 0.590 0.064
H 4.442564 4.845906 0.129979 0.066 -0.656 -0.362 0.054
H 1.068442 5.263227 0.523007 -0.418 1.080 0.414 0.069
C -2.158222 0.827543 5.836704 1.645 0.254 0.954 -0.003
C -0.789170 0.250968 6.209277 1.892 -2.105 0.733 -0.503
C -0.983268 -1.186310 6.750527 -0.849 -0.707 -1.169 -0.116
C 0.236644 -2.102118 6.749664 0.098 0.345 3.881 -0.218
C 0.949591 -2.163394 5.502698 -0.954 -0.153 -1.535 -0.180
C 1.316919 -0.747374 5.037074 -0.855 -1.606 -1.775 -0.434
N 0.064949 0.067081 5.034038 0.575 0.985 -1.532 -0.033
O 0.417428 1.372442 4.495301 -0.559 -0.957 -0.269 -0.029
C 2.424115 -0.221337 5.901851 1.833 -0.268 0.126 -0.035
C 1.759842 -1.078856 3.554732 0.498 0.381 -0.519 -0.003
C -0.038446 1.067531 7.295249 -1.296 0.792 0.625 -0.036
H -2.733808 0.091462 5.275464 0.161 0.494 -0.278 0.070
H -1.880857 1.773121 5.370819 -0.866 -0.032 -0.572 0.081
H -2.599935 1.041157 6.810021 -0.532 0.061 -0.073 0.078
H -1.551572 -1.130485 7.678970 0.384 -0.109 0.385 0.119
H -1.653835 -1.704270 6.064847 -0.424 0.295 -0.283 0.101
H 0.017139 -3.128332 7.044270 -0.523 0.045 0.289 0.125
H 0.890736 -1.715162 7.531028 0.339 -0.151 0.453 0.092
H 0.179170 -2.642745 4.898724 -0.097 0.578 -1.185 0.129
H 1.699130 -2.949787 5.413940 0.648 0.720 0.590 0.110
H 2.532785 -0.757656 6.844540 -0.537 0.249 0.307 0.074
H 3.360697 -0.518978 5.430339 0.206 0.289 -0.287 0.083
H 2.495186 0.850898 6.084483 -0.291 -0.015 -0.152 0.076
H 1.970007 -0.279636 2.843976 -0.662 0.495 0.276 0.062
H 2.696936 -1.627686 3.461224 0.570 -0.079 1.079 0.074
H 1.132024 -1.814828 3.052454 -0.778 0.547 0.187 0.068
H 0.779016 0.611636 7.853843 0.088 -0.294 -0.618 0.075
H -0.758296 1.329651 8.070622 -0.291 -0.091 0.201 0.072
H 0.246035 2.060770 6.947909 0.362 0.042 -0.148 0.070
H 0.758087 1.897102 5.223506 0.290 0.071 0.327 0.045
```
Forces are in eV/Å.